one:
DFT (ωB97M-V/def2-TZVPD) results for the ion C6H12N3 with charge +1.

Cartesian coordinates (Å):
C: 1.14794 -0.06832 -1.10920
C: 0.88934 0.08793 1.53310
C: 1.57588 -1.07731 0.85585
C: 0.25523 -0.17494 2.92307
C: -1.31728 0.01121 -2.57874
C: -0.93589 0.99692 -1.47899
N: 1.83258 -0.95809 -0.37540
N: -0.00098 0.37609 -0.62294
N: -0.26509 0.30014 0.67677
H: 1.32610 -0.04209 -2.15529
H: 1.54810 1.01692 1.41985
H: 1.83219 -2.03509 1.33018
H: -0.75999 -0.33093 2.72322
H: 0.14481 0.74319 3.56355
H: 0.88664 -0.95740 3.47020
H: -1.85316 -0.79726 -2.00262
H: -2.29493 0.26965 -3.12404
H: -0.63337 -0.41841 -3.19902
H: -0.55107 1.88726 -1.91225
H: -1.75437 1.55919 -0.89520
H: -1.07268 -0.38864 0.95791

Computed properties:
total charge	+1
frontier orbital gap	0.3481	Ha
LUMO energy	-0.18433	Eh
SMILES	CC[N+]1=CN=C[C@H](C)N1

two:
DFT (ωB97M-V/def2-TZVPD) results for the ion C6H12N3 with charge +1.

Cartesian coordinates (Å):
C: -2.33851 0.37332 -0.16311
C: -1.76162 1.53560 -0.67493
C: 1.79467 0.74429 1.12250
C: 1.89141 0.02475 -1.30685
C: -1.65810 -1.80290 0.79788
C: 1.16291 -0.21464 0.00885
N: -1.37885 -0.42013 0.21901
N: -0.44390 1.37184 -0.60521
N: -0.21595 0.20569 -0.11531
H: -3.25966 -0.03714 -0.22059
H: -2.25652 2.43657 -0.93545
H: 1.53731 0.32973 2.10794
H: 2.79997 0.96992 0.92057
H: 1.40860 1.75837 0.80034
H: 1.73432 -0.64807 -2.33034
H: 2.99888 0.02947 -1.13015
H: 1.70865 1.03944 -1.58424
H: -2.49506 -2.33644 0.42254
H: -0.73277 -2.34815 0.60990
H: -1.71608 -1.72061 1.86547
H: 1.22029 -1.29091 0.19116

Computed properties:
total charge	+1
frontier orbital gap	0.4025	Ha
LUMO energy	-0.13975	Eh
SMILES	CC(C)[n+]1nccn1C

It is one that is the least stable of them.

one:
DFT (ωB97M-V/def2-TZVPD) results for an isolated molecule of C4H3NO.

Cartesian coordinates (Å):
C: -2.31223 0.02625 0.00774
C: 0.92504 -0.43933 -0.38157
C: 0.13887 0.67138 -0.03024
C: -1.13940 0.43884 0.32287
N: -3.45512 -0.14848 -0.17750
O: 2.04696 -0.72611 0.16273
H: 0.52035 -1.31165 -0.95219
H: 2.59088 0.01224 0.60515
H: 0.68466 1.47685 0.44301

Computed properties:
frontier orbital gap (spin up / spin down)	0.2497 / 0.2681	Ha
LUMO energy (spin up / spin down)	-0.03431 / -0.03630	Eh

two:
DFT (ωB97M-V/def2-TZVPD) results for a cluster of 2 separate species, C4H3NO in total.

Cartesian coordinates (Å):
C: 2.09991 -0.23388 -0.11702
C: -0.02290 2.21897 -0.18655
C: -0.26581 0.00700 0.40011
C: 0.73823 -0.35598 -0.44105
N: 3.18690 -0.05084 0.18929
O: 1.06424 2.51498 -0.03433
H: -0.10119 0.30536 1.35343
H: -1.36272 -0.21101 0.19168
H: 0.56844 -0.63353 -1.38414

Computed properties:
frontier orbital gap	0.3611	Ha
LUMO energy	-0.01161	Eh

three:
DFT (ωB97M-V/def2-TZVPD) results for an isolated molecule of C4H3NO.

Cartesian coordinates (Å):
O: -1.14949 1.09615 -0.65136
C: -0.49363 -0.05532 -0.19480
C: 0.98014 0.08701 -0.13742
C: 2.17872 0.21505 -0.19029
C: -1.12424 -0.83178 0.89871
N: -1.67657 -1.73178 1.37358
H: -1.13175 1.82612 -0.01479
H: -0.83187 -0.90013 -0.83393
H: 3.24869 0.29468 -0.24971

Computed properties:
frontier orbital gap	0.4152	Ha
LUMO energy	0.01365	Eh
SMILES	C#C[C@H](O)C#N

It is one that is the least stable of them.

one:
DFT (ωB97M-V/def2-TZVPD) results for a structure of composition C5H10N2O2.

Cartesian coordinates (Å):
C: 0.04654 -0.59850 -0.31490
C: -0.37675 -0.15494 1.39170
C: -0.41274 0.01155 -1.61546
C: 1.02716 0.88957 0.40935
N: 0.98730 -1.60419 -0.33445
N: 0.49697 2.11166 0.18052
C: -1.43590 -0.89084 0.60939
O: 2.19497 0.65748 0.59882
O: -2.49563 -0.30996 0.26578
H: 1.95537 -1.30185 -0.39064
H: 0.87867 -2.34803 0.34244
H: -0.48434 2.22120 -0.01545
H: 1.13086 2.88630 0.05905
H: -0.74873 0.76250 1.82996
H: 0.29687 -0.72982 2.01344
H: -1.40194 -1.98361 0.79304
H: -1.25794 0.67652 -1.45198
H: -0.78325 -0.82116 -2.21568
H: 0.38251 0.52612 -2.15494

Computed properties:
frontier orbital gap	0.3093	Ha
LUMO energy	0.01412	Eh

two:
DFT (ωB97M-V/def2-TZVPD) results for an isolated molecule of C5H10N2O2.

Cartesian coordinates (Å):
C: 0.08824 -1.37433 -0.02840
C: 1.21554 -0.61623 -0.71463
C: -1.21437 -1.00453 -0.83557
C: 1.26251 0.84345 -0.33264
C: 1.20898 1.06599 1.21971
N: -1.95577 0.93846 0.10689
N: -1.52752 0.38529 -0.90362
O: -2.04564 0.44698 1.22312
O: 1.38244 1.69536 -1.11475
H: 0.30530 -2.43412 -0.13092
H: -0.01331 -0.91852 0.94255
H: 2.16698 -0.90997 -0.38567
H: 1.33508 -0.74174 -1.74035
H: -1.33572 -1.52368 -1.88204
H: -2.06273 -1.43011 -0.14124
H: 1.84419 0.43603 1.78893
H: 0.07433 1.03727 1.54770
H: 1.41261 2.06802 1.29623
H: -2.14113 2.03638 0.08470

Computed properties:
frontier orbital gap	0.3685	Ha
LUMO energy	0.02466	Eh
SMILES	CC(=O)CCC/N=[NH+]\[O-]

three:
DFT (ωB97M-V/def2-TZVPD) results for a cluster of 2 separate species, C5H10N2O2 in total.

Cartesian coordinates (Å):
C: 2.10418 0.22308 -1.18581
C: -1.11875 -0.04592 1.47147
C: -1.03741 -1.38962 -0.57250
N: -0.74241 -0.09242 0.05479
C: 1.58233 0.26169 0.26521
C: -1.20598 1.01901 -0.70277
O: 1.34336 1.29800 -1.43536
N: 2.03561 0.46199 1.36522
O: -1.38224 2.11769 -0.24046
H: 1.60469 0.86674 2.18334
H: 3.18156 0.45595 -1.10506
H: 1.87093 -0.77232 -1.60739
H: -1.28241 0.80267 -1.77254
H: -0.89778 0.95640 1.83054
H: -2.19017 -0.21476 1.60317
H: -2.10222 -1.62488 -0.48781
H: -0.70191 -1.31923 -1.60580
H: -0.48293 -2.18545 -0.07628
H: -0.57848 -0.81862 2.01804

Computed properties:
frontier orbital gap	0.2916	Ha
LUMO energy	-0.01086	Eh

four:
DFT (ωB97M-V/def2-TZVPD) results for a structure of composition C5H10N2O2.

Cartesian coordinates (Å):
C: 0.49098 1.34087 -0.42805
C: 1.60179 -0.78828 -1.01253
N: 0.46959 0.08882 -1.17896
C: -0.19813 0.82568 0.79591
N: 0.48583 0.36799 1.85892
C: -1.04514 -0.59339 -1.09982
C: -1.52263 0.34464 0.53953
O: -2.10981 -0.25669 1.65807
O: -1.84550 -0.32157 -1.99452
H: -2.11557 -1.22031 1.55014
H: 0.19999 -0.53131 2.23332
H: 1.46943 0.59086 1.93045
H: -0.79422 -1.64711 -0.85320
H: 1.50008 1.71718 -0.23278
H: -0.10708 2.09729 -0.94290
H: -2.20822 1.08115 0.11662
H: 2.55191 -0.24672 -1.08329
H: 1.60267 -1.31763 -0.04365
H: 1.57402 -1.53147 -1.81327

Computed properties:
frontier orbital gap (spin up / spin down)	0.2950 / 0.2950	Ha
LUMO energy (spin up / spin down)	0.00606 / 0.00607	Eh

It is three that is the least stable of them.

one:
DFT (ωB97M-V/def2-TZVPD) results for an isolated molecule of C2H3F4NO.

Cartesian coordinates (Å):
C: -0.05412 0.68427 -0.29949
C: -0.62631 -0.73345 -0.14870
N: 1.47376 0.74101 -0.18518
O: -0.06114 -1.21957 0.86298
F: -0.56268 1.37035 0.81292
F: -0.54122 1.30072 -1.35932
F: -0.50791 -1.43551 -1.34415
F: -2.00390 -0.60560 -0.01611
H: 1.62743 1.71957 -0.00699
H: 1.84447 0.24135 0.63411
H: -0.58839 -2.06315 1.04995

Computed properties:
frontier orbital gap	0.4209	Ha
LUMO energy	0.01786	Eh
SMILES	NC(F)(F)C(O)(F)F

two:
DFT (ωB97M-V/def2-TZVPD) results for a cluster of 2 separate species, C2H3F4NO in total.

Cartesian coordinates (Å):
C: -0.45008 -1.72111 -0.03693
C: 1.77740 -0.49182 0.00688
N: -1.23783 -0.72756 -0.57985
O: 1.31202 0.79880 -0.13171
F: -0.71930 -2.04455 1.18501
F: -0.21837 -2.81444 -0.74571
F: 2.65570 -0.88121 -0.96566
F: 2.41054 -0.74257 1.17185
H: -1.53120 -0.11351 0.16508
H: -0.66795 -0.26838 -1.21375
H: 1.98973 1.45371 -0.03215

Computed properties:
frontier orbital gap (spin up / spin down)	0.3280 / 0.3120	Ha
LUMO energy (spin up / spin down)	0.01134 / 0.00459	Eh

It is two that is the least stable of them.

one:
DFT (ωB97M-V/def2-TZVPD) results for a cluster of 2 separate species, C6H16NO in total.

Cartesian coordinates (Å):
C: -1.78720 -0.36563 0.09726
C: -0.35062 -0.81483 0.40848
C: 0.76924 -0.18477 -0.49929
C: 1.22727 1.03205 -0.14438
C: 1.32025 -1.03244 -1.53798
C: 2.29958 -2.18054 -0.74092
N: -1.92282 1.10848 -0.08401
H: -2.44249 -0.65410 0.91296
H: -2.30010 -0.89403 -0.72423
H: -0.31624 -1.95222 0.29992
H: -0.14131 -0.57341 1.48185
H: 1.72250 1.77634 -0.78802
H: 0.89096 1.52903 0.72600
H: 0.59679 -1.67334 -2.10809
H: 1.97188 -0.55175 -2.16891
H: 2.48300 -2.78537 -1.51938
H: 2.95178 -1.69761 -0.11080
H: 1.56455 -2.66434 -0.00211
H: -1.92101 1.46042 -1.06127
H: -1.17902 1.67124 0.40970
H: -2.84912 1.35119 0.32168
H: -1.35966 2.41702 2.80310
H: -0.20856 3.08827 2.06701
O: -1.01961 2.59035 1.96143

Computed properties:
total charge	+1
frontier orbital gap	0.3489	Ha
LUMO energy	-0.11779	Eh

two:
DFT (ωB97M-V/def2-TZVPD) results for a cluster of 2 separate species, C6H16NO in total.

Cartesian coordinates (Å):
C: -1.17710 0.31761 -0.87525
C: 0.28075 -0.22752 -0.80974
C: 0.89526 -0.21909 0.55798
C: 0.84509 -1.31928 1.31974
C: 1.65754 0.99033 1.02038
C: 3.18748 0.85735 0.73783
N: -1.98000 -0.02288 0.31929
H: -1.60426 -0.08029 -1.77637
H: -1.09683 1.40218 -0.95231
H: 0.77654 0.51268 -1.44602
H: 0.29012 -1.18230 -1.33173
H: 1.58200 -1.47870 2.09893
H: 0.31851 -2.18100 0.93585
H: 1.39408 1.83925 0.38281
H: 1.52992 1.12648 2.09007
H: 3.57384 1.79843 0.32003
H: 3.79213 0.98673 1.63984
H: 3.42774 0.05286 0.05430
H: -1.52723 0.37346 1.14102
H: -1.94904 -1.03279 0.51060
H: -2.98152 0.16569 0.29872
H: -4.24681 -0.48109 -1.66895
H: -3.54693 -1.20127 -2.75177
O: -3.44126 -0.99684 -1.81524

Computed properties:
total charge	+1
frontier orbital gap	0.3572	Ha
LUMO energy	-0.12155	Eh

three:
DFT (ωB97M-V/def2-TZVPD) results for a cluster of 2 separate species, C6H16NO in total.

Cartesian coordinates (Å):
C: 4.06721 0.89213 -0.80805
C: -2.59820 0.61192 -0.85829
C: -2.05782 -1.59382 0.29015
C: -1.60907 0.46484 1.43826
C: -0.37548 -0.21315 -0.51765
C: 2.98203 0.61969 0.17991
N: -1.70609 -0.17876 0.10152
O: 2.82193 -0.54155 0.77020
H: 3.71634 1.00381 -1.81826
H: 4.83086 0.20365 -1.01306
H: 4.61182 1.70304 -0.35539
H: -2.70591 0.04635 -1.76739
H: -3.59961 0.80363 -0.36325
H: -2.28795 1.59769 -1.08838
H: -3.04277 -1.72933 0.85817
H: -2.33012 -1.96588 -0.75999
H: -1.21656 -2.12592 0.80656
H: -1.97847 1.55355 1.48627
H: -2.34974 -0.06458 2.05231
H: -0.57692 0.57289 1.79357
H: 0.16882 -0.90432 0.15298
H: -0.52150 -0.75160 -1.46939
H: 2.18877 1.26786 0.18696
H: 3.56840 -1.27214 0.70220

Computed properties:
total charge	+1
frontier orbital gap (spin up / spin down)	0.2754 / 0.1288	Ha
LUMO energy (spin up / spin down)	-0.14419 / -0.21595	Eh

It is three that is the least stable of them.

one:
DFT (ωB97M-V/def2-TZVPD) results for an isolated molecule of C2H2FOP.

Cartesian coordinates (Å):
C: 0.59318 -1.33573 -0.42883
C: 0.31086 -0.07545 -0.10513
O: 0.68338 -2.45678 -0.64848
F: -1.46458 1.83348 1.18997
P: -1.43564 1.09621 -0.28164
H: 0.56159 0.26942 1.02309
H: 0.75120 0.66885 -0.74898

Computed properties:
frontier orbital gap (spin up / spin down)	0.2219 / 0.2220	Ha
LUMO energy (spin up / spin down)	-0.02109 / -0.02109	Eh

two:
DFT (ωB97M-V/def2-TZVPD) results for a cluster of 2 separate species, C2H2FOP in total.

Cartesian coordinates (Å):
C: 0.95214 0.22697 1.32708
C: -0.32999 0.05281 1.17384
O: 2.09502 0.33073 1.52926
F: 0.14480 0.16908 -2.81594
P: -1.16839 -0.57064 -3.43984
H: -1.01895 0.68349 1.45522
H: -0.67462 -0.89244 0.77038

Computed properties:
frontier orbital gap (spin up / spin down)	0.2711 / 0.2711	Ha
LUMO energy (spin up / spin down)	-0.04731 / -0.04757	Eh

It is one that is the least stable of them.

one:
DFT (ωB97M-V/def2-TZVPD) results for the ion C3H3N2O with charge +1.

Cartesian coordinates (Å):
C: 0.35195 -0.07868 -0.02250
C: -2.10934 0.09399 -0.03282
C: 0.60653 -1.42220 0.11982
N: -0.93376 0.38865 -0.12480
N: 1.28021 0.85422 0.10257
O: -3.24023 0.03295 0.03045
H: 0.79238 -2.29587 -0.47162
H: 2.25132 0.60161 0.22224
H: 1.00094 1.82533 0.17666

Computed properties:
total charge	+1
frontier orbital gap (spin up / spin down)	0.2985 / 0.3007	Ha
LUMO energy (spin up / spin down)	-0.27738 / -0.27688	Eh

two:
DFT (ωB97M-V/def2-TZVPD) results for the ion C3H3N2O with charge +1.

Cartesian coordinates (Å):
C: -0.77342 -0.20906 -0.13929
C: 0.14784 0.90951 0.37171
C: -0.19103 -1.35753 -0.80052
N: 0.15353 -2.37365 -1.18721
N: 1.37535 0.82372 0.59056
O: 2.49493 0.84520 0.64726
H: -1.40850 -0.74857 0.59407
H: -0.31386 1.80842 0.59068
H: -1.48484 0.30196 -0.66728

Computed properties:
total charge	+1
frontier orbital gap	0.3041	Ha
LUMO energy	-0.30704	Eh
SMILES	N#CCC=[N+]=O

It is two that is the least stable of them.

one:
DFT (ωB97M-V/def2-TZVPD) results for an isolated molecule of CH3N5.

Cartesian coordinates (Å):
C: 0.35168 0.61857 -0.67040
H: -0.43219 2.48811 0.12807
H: -0.72887 -2.18369 0.46743
H: -0.92541 0.27958 1.11632
N: 0.43262 1.99859 -0.35913
N: 1.35246 -0.36839 -0.84543
N: 0.89855 -1.41571 -0.27633
N: -0.17240 -1.32486 0.33027
N: -0.77644 -0.09219 0.10918

Computed properties:
frontier orbital gap	0.3236	Ha
LUMO energy	-0.00325	Eh
SMILES	[H]/N=c1/nn[nH][nH]1

two:
DFT (ωB97M-V/def2-TZVPD) results for an isolated molecule of CH3N5.

Cartesian coordinates (Å):
C: -0.09552 -0.22405 0.16399
H: -2.06335 0.34309 0.73801
H: -1.93415 -1.00214 -0.43915
H: 0.46390 1.73254 -0.48507
N: -1.48491 -0.06623 -0.10189
N: 0.61504 -1.25359 0.01971
N: 1.87323 -0.82502 0.03531
N: 1.90452 0.46061 -0.06060
N: 0.72123 0.83477 0.12970

Computed properties:
frontier orbital gap	0.3792	Ha
LUMO energy	0.02060	Eh
SMILES	Nc1nnn[nH]1

three:
DFT (ωB97M-V/def2-TZVPD) results for an isolated molecule of CH3N5.

Cartesian coordinates (Å):
C: -0.72460 -0.38600 -0.06209
H: -2.41511 0.44570 -0.21450
H: 2.15205 0.66519 0.26525
H: 0.01813 1.45370 0.59919
N: -1.99273 -0.47570 -0.09828
N: 0.13380 -1.52266 -0.04554
N: 1.31559 -1.14358 -0.06788
N: 1.39066 0.19034 -0.21876
N: 0.12220 0.77301 -0.15742

Computed properties:
frontier orbital gap	0.3516	Ha
LUMO energy	0.01530	Eh
SMILES	[H]/N=c1/nn[nH][nH]1

It is one that is the least stable of them.